{
  "formula": "C32H84F8N8O20PS8",
  "method": "the ωB97M-V functional and the def2-TZVPD basis",
  "relative_energy_kcal_mol": 144.5,
  "lumo_ha": -0.1263,
  "e_homo_ha": -0.40429,
  "e_tot_ev": -205107.9139,
  "charge": 1,
  "symbols": ["H", "H", "N", "S", "N", "O", "H", "H", "O", "F", "O", "C", "O", "P", "H", "H", "O", "H", "C", "H", "C", "C", "H", "O", "F", "H", "H", "H", "H", "H", "S", "H", "H", "C", "H", "O", "H", "H", "H", "C", "H", "H", "H", "O", "H", "O", "O", "C", "C", "H", "O", "H", "S", "O", "C", "H", "H", "H", "H", "H", "H", "H", "F", "H", "H", "F", "H", "C", "H", "C", "S", "H", "H", "F", "O", "H", "C", "H", "H", "H", "H", "O", "C", "H", "O", "H", "H", "H", "H", "O", "H", "S", "H", "C", "C", "C", "C", "C", "H", "H", "H", "N", "C", "C", "H", "N", "H", "F", "H", "H", "H", "F", "C", "H", "C", "H", "S", "H", "H", "S", "O", "S", "H", "N", "H", "C", "C", "H", "H", "H", "C", "C", "N", "H", "N", "F", "C", "O", "H", "H", "C", "N", "H", "H", "H", "O", "H", "C", "H", "C", "C", "H", "H", "H", "C", "H", "H", "H", "H", "H", "O"],
  "coordinates": [[19.35541, -8.74929, -4.01997], [22.06895, -11.39880, -14.48483], [19.21292, -9.03013, -7.51425], [16.05615, -12.29925, -11.88300], [17.09012, -11.20256, -11.71182], [16.46039, -13.82810, -7.52914], [23.06625, -19.60428, -9.59407], [24.32527, -9.45032, -4.66059], [19.03877, -14.40204, -6.62989], [17.42984, -17.28838, -6.58770], [19.52698, -12.35474, -5.18208], [12.30463, -20.32369, -2.16951], [17.88332, -18.08267, -2.45187], [13.21343, -17.63751, -6.43632], [19.63509, -12.39781, -12.66548], [23.14372, -10.80011, -4.77988], [22.35428, -8.97064, -5.38945], [22.97027, -19.21310, -12.14653], [19.95988, -17.03860, -8.32805], [13.85064, -14.62103, -3.09401], [19.99263, -8.68225, -6.20428], [14.72672, -8.45732, -10.46199], [19.18765, -14.22330, -9.81292], [16.64135, -13.58961, -12.36198], [15.95443, -11.47247, -7.57911], [20.40561, -10.95529, -12.00695], [11.91069, -14.92201, -5.45566], [11.56160, -10.89358, -9.77745], [15.30921, -18.57294, -7.16969], [23.82649, -9.97702, -6.22883], [16.92214, -12.59608, -6.89807], [13.91776, -19.00761, -8.17037], [10.37338, -20.10861, -2.99835], [22.29325, -18.65142, -11.50291], [10.55869, -17.82448, -9.19417], [18.00983, -11.39086, -14.26166], [22.88107, -12.80209, -14.41664], [20.79235, -21.00249, -11.10698], [11.89034, -15.92161, -4.09896], [21.02523, -18.94119, -9.34234], [19.72875, -10.60505, -10.17852], [18.28487, -8.63169, -7.50620], [11.99309, -16.18578, -7.74509], [14.65766, -11.98996, -12.05516], [15.46226, -16.21385, -7.98229], [16.18256, -5.09051, -7.92379], [15.77478, -6.77412, -5.36611], [20.50420, -12.03527, -12.11658], [11.39050, -20.15253, -3.38775], [11.85547, -12.48221, -3.94921], [16.48214, -12.37194, -5.51538], [13.45182, -9.79623, -11.43485], [19.13235, -12.94689, -6.44882], [18.31093, -5.77592, -6.80437], [13.44539, -9.19242, -10.52740], [15.20370, -18.20626, -10.34089], [19.78846, -15.97624, -8.50164], [12.01449, -18.61675, -9.02443], [19.00992, -10.01391, -7.61948], [9.92612, -19.15297, -6.77351], [14.26734, -15.55971, -6.14588], [13.03771, -11.72091, -10.40559], [20.49093, -12.52663, -7.31680], [12.01835, -19.53746, -1.47094], [19.00685, -11.76208, -9.11053], [17.95024, -6.26847, -9.02474], [11.40229, -21.12392, -3.88208], [13.71158, -16.15618, -5.42237], [9.54553, -20.69286, -9.36538], [20.24016, -12.55603, -10.65182], [17.17061, -6.13864, -7.63265], [19.75314, -8.73764, -8.31596], [16.22321, -9.95066, -10.63583], [15.96694, -19.52944, -2.69341], [18.85727, -17.31434, -4.71882], [14.40460, -16.58500, -4.69853], [12.12621, -13.22217, -3.19605], [16.67165, -18.16842, -9.36623], [20.10238, -19.06048, -9.90996], [12.11020, -21.35094, -1.86120], [20.63412, -14.65868, -10.59388], [13.43039, -10.01545, -9.36716], [21.26093, -9.62824, -6.00639], [14.60651, -7.61161, -9.78493], [14.32866, -7.41783, -7.31586], [17.40115, -16.79190, -11.14721], [18.14880, -9.32386, -5.22695], [14.31376, -7.01590, -12.15364], [11.33394, -13.82231, -2.74857], [15.78822, -10.32563, -14.03059], [19.15887, -14.15620, -11.54865], [16.52978, -18.12025, -3.13799], [21.26567, -18.34280, -11.69509], [22.14565, -19.48847, -10.16608], [21.93634, -12.39312, -14.05841], [23.47121, -9.85181, -5.20600], [11.82635, -18.85649, -4.16808], [14.97233, -7.83209, -11.85662], [21.03319, -12.79956, -14.51363], [14.88372, -8.53162, -12.68782], [13.82423, -19.09236, -4.74507], [18.17716, -11.90428, -7.35860], [10.37014, -19.38399, -7.74180], [16.51559, -16.45039, -10.61125], [22.77969, -17.70756, -11.25674], [16.84714, -7.58778, -7.64295], [8.56961, -20.72376, -8.04025], [15.67353, -8.96953, -6.08740], [12.62633, -8.49485, -10.70245], [13.88647, -13.54736, -4.39704], [18.98869, -17.48511, -8.54143], [15.83861, -12.56523, -10.34392], [14.97716, -17.00332, -8.55633], [12.74995, -19.93189, -5.84138], [15.83656, -17.56695, -9.72535], [20.23100, -7.63657, -6.39878], [17.41074, -17.15006, -5.02108], [13.37085, -20.13860, -2.30001], [12.14081, -18.06918, -3.48300], [17.04623, -10.72399, -13.38202], [21.79719, -12.46956, -12.61094], [15.60628, -7.47142, -6.61394], [16.68017, -8.59989, -9.77302], [19.28362, -11.50200, -10.04641], [14.24261, -16.35361, -9.03218], [12.89267, -18.99516, -5.30261], [13.18326, -14.13101, -3.80295], [10.86762, -16.99540, -6.71479], [10.91007, -20.30488, -7.52150], [18.38984, -11.63310, -10.49813], [11.69172, -17.17649, -7.40483], [9.20643, -20.02070, -8.57715], [16.48777, -18.38585, -4.81283], [15.92743, -7.30687, -11.85056], [21.65070, -20.91132, -10.58256], [17.81964, -9.30454, -13.03491], [12.57749, -15.31375, -4.68754], [15.55284, -17.14462, -2.65419], [21.04704, -10.51001, -5.40239], [20.82514, -19.41044, -8.37908], [12.60465, -11.14621, -9.58689], [15.92828, -9.24183, -9.97957], [12.47238, -12.79505, -2.25486], [21.59571, -9.94050, -6.99560], [20.11281, -17.11761, -7.25174], [16.95356, -15.74124, -5.01498], [15.81572, -16.09949, -11.36964], [11.18825, -18.25233, -8.41399], [12.49978, -11.78338, -8.70875], [14.44819, -18.17563, -7.70717], [19.79396, -13.96995, -10.68258], [16.79842, -15.60615, -9.98248], [21.58901, -21.50061, -9.76461], [22.46352, -21.37298, -10.96504], [18.93015, -8.59500, -5.01167], [15.78425, -9.68241, -9.08221], [8.50586, -19.30275, -9.00359], [18.53952, -7.57759, -4.99210], [21.09058, -12.36132, -9.99838], [10.88221, -18.42186, -4.49641], [20.99997, -17.53810, -9.23760]]
}